(1)
ORCA calculation (ωB97M-V/def2-TZVPD) on a cluster of 5 separate species, C18H34BNO8 in total in a non-equilibrium geometry.

Last column: natural (NBO) charge in e.
Element x y z (Å)
O (-2.0709, -0.1369, 3.5429)  -0.5975
O (-2.4787, -1.2242, 0.7525)  -0.9250
O (-6.6397, 0.9666, 5.5579)  -0.5666
O (3.7508, 0.2857, -0.1743)  -0.5207
O (3.9790, -0.0287, -7.4112)  -0.5559
O (1.0399, -0.3005, -2.8647)  -0.5817
O (-0.7870, -2.2380, -0.9965)  -0.6975
O (5.8439, -0.3544, -1.1987)  -0.5888
N (0.7362, -4.4002, -0.1841)  -0.3729
C (5.4507, -1.5611, 1.0252)  -0.7476
C (-3.4282, -1.3193, 5.1117)  -0.7240
C (-2.8776, -0.0742, 4.4694)  0.6233
C (0.1191, -0.7380, 1.1627)  -0.8408
C (4.3026, 2.3196, -7.6987)  -0.7218
C (-7.3092, 2.9227, 6.7523)  -0.7226
C (2.6742, -0.3571, 0.6077)  -0.0859
C (-7.3574, 1.9650, 5.5920)  0.6016
C (2.4066, -0.4449, -4.8173)  -0.7200
C (4.7673, 0.9156, -7.4179)  0.5962
C (4.9912, -0.5155, -0.1508)  0.7782
C (-3.3519, 1.2504, 5.0044)  -0.7304
C (1.4044, -0.9746, -3.8269)  0.6138
C (6.2336, 0.7114, -7.1458)  -0.7218
C (-0.1572, -3.5330, -0.6133)  0.5219
C (-8.3174, 2.2760, 4.4750)  -0.7225
C (0.8656, -2.3609, -4.0589)  -0.7221
C (1.1579, 0.1760, 0.2232)  -0.4394
B (-1.0832, -1.4382, 0.2364)  1.2415
H (6.4237, -0.3511, -6.9600)  0.2384
H (5.9985, -0.9474, 1.8773)  0.2534
H (-3.0808, 1.3438, 6.0590)  0.2315
H (-4.5142, -1.3495, 4.9929)  0.2492
H (4.8027, 2.7050, -8.5908)  0.2306
H (6.1929, -2.3498, 0.5305)  0.2651
H (-9.3407, 2.2927, 4.8585)  0.2341
H (3.2220, 2.3154, -7.8769)  0.2360
H (6.5298, 1.2797, -6.2604)  0.2364
H (3.2927, -1.0847, -4.8275)  0.2413
H (4.5840, -2.1822, 1.5082)  0.2394
H (-7.0107, 3.9145, 6.4033)  0.2336
H (0.3478, -2.4020, -5.0205)  0.2325
H (0.1526, -2.6105, -3.2659)  0.2346
H (0.9591, 1.2991, 0.5642)  0.2165
H (-8.2437, 1.4993, 3.7065)  0.2400
H (1.9575, -0.4007, -5.8127)  0.2444
H (0.7241, -1.6150, 1.6943)  0.2390
H (2.8730, -0.3187, 1.7838)  0.1831
H (-8.2875, 2.9683, 7.2373)  0.2348
H (6.8197, 1.0251, -8.0133)  0.2295
H (0.9323, 0.0355, -0.9340)  0.2823
H (1.6830, -3.0860, -4.0354)  0.2354
H (-2.8712, 2.0605, 4.4458)  0.2321
H (-4.4345, 1.3348, 4.8809)  0.2588
H (4.5128, 2.9595, -6.8381)  0.2339
H (2.7077, 0.5662, -4.5234)  0.2327
H (2.6892, -1.5203, 0.3397)  0.1799
H (-8.0639, 3.2390, 4.0246)  0.2339
H (-2.9977, -2.2002, 4.6236)  0.2297
H (-0.3380, -0.1017, 2.0612)  0.2754
H (-2.3543, -1.3390, 1.7596)  0.5196
H (-3.1603, -1.3404, 6.1711)  0.2351
H (-6.5721, 2.5716, 7.4823)  0.2367

Properties
SMILES: CC(=O)OCCCB(O)OC#N.CC(C)=O.CC(C)=O.CC(C)=O.CC(C)=O
E_HOMO: -9.36 eV
Frontier orbital gap: 9.34 eV
Energy: -37759.1342 eV

---

(2)
ORCA calculation (ωB97M-V/def2-TZVPD) on a cluster of 2 separate species, C4H9N2O2 in total in a non-equilibrium geometry.

Last column: natural (NBO) charge in e.
Element x y z (Å)
O (-0.9206, -1.7849, 0.6467)  -0.8106
O (4.6270, 0.7541, 2.8323)  -0.5322
N (0.8980, -0.6018, -0.0815)  -0.9590
N (-2.4059, -0.9112, -1.4208)  -0.8518
C (-1.6873, 1.2916, -0.4667)  -0.6048
C (-0.3903, -0.8717, -0.0577)  0.5666
C (3.9641, 0.4622, 1.8676)  0.2839
C (-1.2714, -0.0607, -1.0203)  -0.1331
H (-0.8027, 0.1717, -1.9862)  0.1821
H (2.8755, 0.4336, 1.8348)  0.1475
H (-2.6520, 1.5981, -0.9101)  0.1897
H (-1.0126, 2.0852, -0.7329)  0.2084
H (-2.1141, -1.8203, -1.7203)  0.3560
H (1.4548, -1.2956, 0.4061)  0.3093
H (-1.9303, 1.1990, 0.6012)  0.2026
H (-3.0396, -1.0971, -0.6513)  0.3517
H (4.4073, 0.4478, 0.8592)  0.0936

Properties
E_HOMO: -3.47 eV
Frontier orbital gap: 7.12 eV
Energy relative to the best compared isomer or geometry (same formula, charge and spin): 2.068 eV
Charge: -1
Energy: -11369.0978 eV

---

(3)
ORCA calculation (ωB97M-V/def2-TZVPD) on the molecule C2H4N2O in a non-equilibrium geometry.

Last column: natural (NBO) charge in e.
Element x y z (Å)
O (0.6610, 1.1584, 0.4127)  -0.6861
N (-1.0368, 0.1247, -0.6115)  -0.8214
N (1.2230, -0.9315, -0.7086)  -0.4146
C (0.9095, -1.2837, 0.4913)  -0.0601
C (0.2975, 0.0551, -0.1312)  0.5357
H (1.2008, -2.1406, 1.1996)  0.2079
H (-1.1054, -0.4879, -1.3254)  0.3630
H (-1.2603, 1.1339, -0.9796)  0.3797
H (1.2768, 1.0943, 1.0952)  0.4957

Properties
SMILES: N[C@@]1(O)C=N1
E_HOMO: -8.30 eV
Frontier orbital gap: 9.17 eV
Energy relative to the best compared isomer or geometry (same formula, charge and spin): 3.072 eV
Energy: -7163.4079 eV

---

(4)
ORCA calculation (ωB97M-V/def2-TZVPD) on the molecule C20H22ClN3O2S in a non-equilibrium geometry.

Last column: natural (NBO) charge in e.
Element x y z (Å)
Cl (6.9365, -1.4105, 0.9394)  0.0035
S (0.0593, 4.3966, 1.2787)  0.4127
O (-4.5840, 0.2076, -1.0510)  -0.5225
O (0.2237, -1.4618, -0.9689)  -0.6630
N (-0.3149, -1.4533, 1.2262)  -0.5877
N (1.1089, 1.3062, -0.6643)  -0.2961
N (-2.9709, -1.4081, 0.6268)  -0.4551
C (3.4443, -1.1697, -0.9593)  -0.1968
C (0.3227, 0.5957, 0.2140)  0.0234
C (1.1534, 4.8688, 0.0146)  -0.3751
C (0.1998, 2.7447, 0.7847)  -0.2668
C (3.2335, 0.1997, -1.0450)  -0.0524
C (-4.2287, -0.8601, 1.0986)  -0.2434
C (-3.3856, -0.3666, -1.5195)  -0.0718
C (1.0627, 2.6140, -0.3123)  0.1067
C (5.3128, 0.5777, 0.1129)  -0.2431
C (-0.9864, -2.7289, 1.1995)  -0.2377
C (-3.0688, -1.6756, -0.7987)  -0.2687
C (1.9741, 0.7437, -1.6757)  -0.2397
C (4.1732, 1.0657, -0.4990)  -0.1451
C (0.0765, -0.8448, 0.0771)  0.6674
C (1.6067, 3.8431, -0.7498)  -0.2793
C (-4.5087, 0.4354, 0.3345)  -0.0712
C (-0.2669, 1.4717, 1.1182)  -0.2557
C (-2.5001, -2.5397, 1.4002)  -0.2200
C (4.5813, -1.6711, -0.3513)  -0.2169
C (5.5110, -0.7922, 0.1800)  -0.0418
H (-0.5144, -0.8663, 2.0202)  0.3930
H (2.2838, 3.9698, -1.5754)  0.2277
H (1.4363, -0.0583, -2.1848)  0.2584
H (6.0425, 1.2512, 0.5341)  0.2270
H (2.7069, -1.8463, -1.3631)  0.2371
H (-3.7055, 1.1571, 0.5499)  0.1653
H (-4.1503, -0.6414, 2.1664)  0.1983
H (4.7457, -2.7352, -0.2875)  0.2263
H (-5.4698, 0.8596, 0.6306)  0.1925
H (-3.8607, -2.4156, -1.0130)  0.1666
H (1.3944, 5.9090, -0.0815)  0.2345
H (-3.5239, -0.5379, -2.5879)  0.1947
H (-0.7681, -3.1776, 0.2291)  0.2312
H (-2.6898, -2.3179, 2.4547)  0.1904
H (-3.0234, -3.4780, 1.1501)  0.1789
H (-2.5503, 0.3334, -1.3651)  0.1701
H (-0.9730, 1.2308, 1.8879)  0.2237
H (-0.5892, -3.3772, 1.9858)  0.2028
H (-2.1167, -2.0558, -1.1666)  0.2290
H (2.2135, 1.5375, -2.3879)  0.2126
H (4.0139, 2.1330, -0.5478)  0.2082
H (-5.0670, -1.5621, 0.9415)  0.1677

Properties
SMILES: O=C(NCCN1CCOCC1)c1cc2sccc2n1Cc1ccc(Cl)cc1
E_HOMO: -8.09 eV
Frontier orbital gap: 8.74 eV
Energy relative to the best compared isomer or geometry (same formula, charge and spin): 0.000 eV
Energy: -53020.2842 eV